Entry w
Here is a structure of composition C4H6S2 from the Open Molecules 2025 dataset. Energies are from wB97M-V/def2-TZVPD.

```
! wB97M-V def2-TZVPD RIJCOSX def2/J DEFGRID3
* xyz 0 1
S -1.75 -0.50 0.27
S -1.79 1.39 2.61
C 0.55 -0.56 -1.56
C 0.05 -0.56 -0.09
C 0.32 0.60 0.79
C -1.11 0.62 1.40
H 0.94 0.48 1.63
H 0.45 -1.41 0.41
H -0.21 -1.08 -2.15
H 1.48 -0.94 -1.64
H 0.63 0.49 -1.93
H 0.43 1.48 0.25
*
```

Results
Gap between HOMO and LUMO, eV: 8.70
HOMO energy, Ha: -0.3141

Löwdin atomic charge list, values in e, 4 entries: 0.94, 0.66, -0.07, -0.59

=====

Entry x
Here is the molecule C4H6S2 from the Open Molecules 2025 dataset. Energies are from wB97M-V/def2-TZVPD.

```
! wB97M-V def2-TZVPD RIJCOSX def2/J DEFGRID3
* xyz 0 1
S -1.20 0.91 1.70
S -0.50 -1.09 -1.70
C -0.23 -0.66 1.71
C 0.20 0.28 0.72
C -0.32 0.68 -1.78
C 0.40 -0.06 -0.71
H 0.28 0.85 -2.55
H 1.39 -0.24 -1.11
H -1.27 1.32 -1.35
H 0.50 -0.91 2.48
H 1.29 0.64 1.16
H -0.55 -1.72 1.42
*
```

Results
Gap between HOMO and LUMO, eV: 9.52
SMILES: C1S[C@@H]1[C@@H]1CS1
HOMO energy, Ha: -0.3243

Löwdin atomic charge list, values in e, 4 entries: 0.83, 0.86, -0.47, -0.69

=====

Stability summary: most stable entry w, least stable entry x.

=====

Entry w
Here is a cluster of 2 separate species, C2H6I2NP in total from the Open Molecules 2025 dataset. Energies are from wB97M-V/def2-TZVPD.

```
! wB97M-V def2-TZVPD RIJCOSX def2/J DEFGRID3
* xyz 0 1
I -3.02 0.40 -1.97
I 0.61 2.67 1.34
P 0.69 -1.06 -1.16
N 1.03 0.52 -0.56
C -0.14 -0.21 1.48
C 0.55 0.78 0.60
H -1.10 -0.43 1.06
H -0.36 0.15 2.50
H 0.50 -1.15 1.50
H -1.63 0.32 -1.33
H 1.95 -1.50 -1.09
H 0.93 -0.50 -2.38
*
```

Results
Gap between HOMO and LUMO, eV: 9.66
SMILES: C/C(I)=N\P.I
HOMO energy, Ha: -0.3378

Löwdin atomic charge list, values in e, 4 entries: 0.48, 0.90, 0.77, -0.32

=====

Entry x
Here is a structure of composition C2H6I2NP from the Open Molecules 2025 dataset. Energies are from wB97M-V/def2-TZVPD.

```
! wB97M-V def2-TZVPD RIJCOSX def2/J DEFGRID3
* xyz 0 1
I 2.05 2.01 0.31
I 1.78 -1.45 0.61
P -0.87 -0.72 2.09
N -0.56 0.24 0.71
C 0.48 0.32 -1.55
C 0.68 0.31 -0.05
H -0.19 -0.39 -1.91
H -1.32 0.51 0.11
H 1.38 0.05 -2.18
H -2.02 -0.17 2.42
H -1.52 -1.89 1.63
H 0.11 1.18 -2.17
*
```

Results
Gap between HOMO and LUMO, eV: 8.54
HOMO energy, Ha: -0.3202

Löwdin atomic charge list, values in e, 4 entries: 0.66, 0.74, 0.67, -0.47

=====

Stability summary: most stable entry x, least stable entry w.

=====

Entry w
Here is a cluster of 7 separate species, H13O6S in total from the Open Molecules 2025 dataset. Energies are from wB97M-V/def2-TZVPD.

```
! wB97M-V def2-TZVPD RIJCOSX def2/J DEFGRID3
* xyz -1 1
S 0.99 0.48 0.65
O -2.46 0.24 -0.73
O -1.07 2.83 -0.16
O -1.25 -2.58 1.21
O 0.97 -1.52 2.82
O 0.87 1.38 -3.30
O 1.17 -1.94 -1.53
H -1.90 0.94 -0.30
H 1.71 -1.37 -2.24
H -1.22 -1.68 1.49
H -0.68 2.84 0.74
H 1.94 0.90 1.63
H 1.35 -0.68 3.15
H 1.10 -1.19 -0.93
H -0.27 2.75 -0.71
H -2.43 -0.47 -0.14
H 0.80 -0.93 2.02
H -0.58 -2.94 1.82
H 1.03 1.33 -2.32
H -0.06 1.58 -3.18
*
```

Results
Gap between HOMO and LUMO, eV: 8.00
HOMO energy, Ha: -0.1752

Löwdin atomic charge list, values in e, 4 entries: 0.21, -0.07, -0.14, -0.07

=====

Entry x
Here is a cluster of 8 separate species, H13O6S in total from the Open Molecules 2025 dataset. Energies are from wB97M-V/def2-TZVPD.

```
! wB97M-V def2-TZVPD RIJCOSX def2/J DEFGRID3
* xyz -1 1
S 4.37 0.02 0.44
O -1.76 -0.51 -1.96
O -4.25 1.40 0.67
O 1.34 -0.67 -0.19
O -1.25 -2.16 0.26
O 0.20 1.73 -1.20
O -2.20 -0.10 1.83
H 1.83 -1.31 -0.72
H -4.51 1.98 1.40
H -3.51 0.90 1.08
H -1.80 -0.93 1.48
H -0.45 -1.59 0.19
H -1.37 -1.01 -2.69
H -1.22 0.29 -1.89
H 2.85 1.28 0.35
H -1.52 -2.00 -0.66
H 0.36 2.54 -1.69
H 1.05 1.37 -0.88
H 2.09 -0.24 0.30
H -1.48 0.46 2.12
*
```

Results
Gap between HOMO and LUMO, eV: 7.03
HOMO energy, Ha: -0.1468

Löwdin atomic charge list, values in e, 4 entries: -0.40, -0.05, -0.10, -0.19

=====

Stability summary: most stable entry w, least stable entry x.

=====

Entry w
Here is a cluster of 2 separate species, C2H9N3 in total from the Open Molecules 2025 dataset. Energies are from wB97M-V/def2-TZVPD.

```
! wB97M-V def2-TZVPD RIJCOSX def2/J DEFGRID3
* xyz 0 1
N 0.80 -0.20 -2.37
N 0.32 -0.16 1.32
N 0.03 -0.62 -1.22
C -0.93 0.03 2.03
C 0.59 0.77 0.39
H 1.64 0.95 0.11
H -0.92 -0.26 -1.22
H -1.80 -0.25 1.41
H -0.95 -0.60 2.92
H -1.10 1.06 2.37
H 1.71 -0.67 -2.37
H 0.32 -0.47 -3.23
H -0.08 1.62 0.21
H 0.36 -1.21 -0.36
*
```

Results
Gap between HOMO and LUMO, eV: 8.71
SMILES: C=NC.NN
HOMO energy, Ha: -0.2783

Löwdin atomic charge list, values in e, 4 entries: -0.06, -0.17, -0.13, -0.19

=====

Entry x
Here is a cluster of 2 separate species, C2H9N3 in total from the Open Molecules 2025 dataset. Energies are from wB97M-V/def2-TZVPD.

```
! wB97M-V def2-TZVPD RIJCOSX def2/J DEFGRID3
* xyz 0 1
N 1.47 -0.88 1.07
N -1.49 1.08 -0.24
N -1.17 -0.51 -1.86
C 1.96 0.47 1.24
C -1.27 -0.21 -0.63
H 1.38 1.12 0.59
H 1.46 -1.17 0.10
H 1.91 -1.56 1.66
H -1.06 -0.88 0.20
H -1.73 1.73 -0.97
H -1.49 1.35 0.72
H 1.87 0.84 2.26
H -1.15 -1.51 -1.97
H 3.01 0.58 0.93
*
```

Results
Gap between HOMO and LUMO, eV: 10.09
SMILES: [H]/N=C/N.CN
HOMO energy, Ha: -0.3317

Löwdin atomic charge list, values in e, 4 entries: -0.07, 0.07, 0.04, -0.20

=====

Stability summary: most stable entry x, least stable entry w.